102
Properties=species:S:1:pos:R:3:forces:R:3:lowdin_charge:R:1 method="wB97M-V/def2-TZVPD" total_charge=+2 gap_ev="3.9 / 3.9" multiplicity=2 lumo_energy_ev="-10.3 / -10.3"
In -2.0111 -1.9810 -6.7833 -0.5 -0.9 -0.3 1.2311
C -4.1551 -4.0528 -10.1730 -2.8 -0.1 -0.9 -0.6702
F -3.1733 -4.8630 -10.0154 0.6 -1.9 -0.1 0.1828
F -3.7031 -2.9745 -10.6610 1.4 3.0 -0.8 0.1911
F -5.0920 -4.4359 -11.1530 1.1 -0.7 2.1 0.0792
S -4.9951 -3.6298 -8.5244 -2.6 1.9 0.4 0.6914
O -5.0007 -2.1783 -8.3874 0.5 -1.1 -0.6 -0.3191
O -6.3352 -4.2584 -8.5628 3.0 0.9 0.1 -0.2956
N -3.8750 -4.0914 -7.3549 -1.6 1.7 -1.8 -0.3384
S -4.3431 -5.4637 -6.8517 1.3 -5.8 3.2 0.5615
O -4.7641 -6.3940 -7.8787 -0.1 0.6 0.0 -0.3110
O -3.2699 -6.0019 -5.9759 -1.6 1.2 -0.5 -0.3410
C -5.9174 -5.4792 -5.6252 0.1 -0.5 -1.2 -0.6012
F -5.9206 -6.6647 -4.9623 0.1 1.2 -0.8 0.1287
F -5.8121 -4.4841 -4.7871 0.4 0.5 1.0 0.1531
F -7.0868 -5.3201 -6.2609 0.7 -0.6 0.2 0.1277
C 0.7820 -5.5226 -9.7535 0.8 -2.6 -0.9 -0.5191
F -0.0093 -6.1950 -10.6571 0.7 1.4 1.7 0.1188
F 1.9761 -6.2259 -9.7638 -2.1 2.0 0.4 0.1240
F 0.9017 -4.2552 -10.1164 0.6 -1.3 -0.1 0.1272
S -0.0312 -5.5588 -7.9735 -4.0 -3.5 -0.6 0.7329
O -1.4745 -5.8731 -8.2094 3.8 1.8 0.3 -0.3079
O 0.6244 -6.5641 -7.1190 -0.6 2.2 -1.2 -0.2996
N 0.1956 -3.8820 -7.5682 0.4 -2.3 -0.1 -0.2352
S 1.5902 -3.9417 -6.7465 5.0 1.9 2.5 0.6378
O 1.4668 -4.0058 -5.2924 -1.1 0.0 -1.5 -0.2334
O 2.7009 -4.8080 -7.2264 -2.8 1.8 -0.3 -0.2166
C 2.2101 -2.0571 -7.0654 0.4 -0.7 -0.7 -0.7098
F 2.7722 -1.9088 -8.2319 0.1 -1.0 -1.8 0.1832
F 1.2378 -1.1982 -7.0103 -2.3 0.5 0.4 0.1360
F 3.1043 -1.6870 -6.2173 0.9 -0.6 2.1 0.2152
C -1.1756 -11.0702 -8.5977 0.9 0.3 2.1 -0.1907
C -1.4811 -9.5635 -8.7795 -2.0 -1.1 -0.2 -0.1906
C -2.3958 -9.1073 -7.5949 0.2 0.6 0.4 -0.1791
S -2.5974 -10.4967 -6.2642 -0.9 1.0 -5.9 0.7466
O -3.7766 -11.2728 -6.7004 1.9 0.7 1.4 -0.3277
O -2.4618 -10.0233 -4.9076 0.5 0.1 0.5 -0.3447
C -1.0765 -11.2495 -7.0632 -0.4 -1.4 1.4 -0.2111
H -0.2906 -11.3166 -9.1844 0.3 -0.3 0.6 0.1215
H -1.9503 -11.7447 -8.9623 -0.3 0.5 -0.1 0.1179
H -1.9493 -9.7483 -9.7463 -0.9 1.4 -0.1 0.1065
H -0.7344 -8.7887 -8.9531 0.7 -0.7 0.3 0.0989
H -3.2915 -8.5873 -7.9346 -0.4 -0.5 0.3 0.0826
H -1.8648 -8.3302 -7.0452 0.1 0.1 0.1 0.0493
H -1.2436 -12.2320 -6.6217 0.5 -0.6 -0.6 0.0928
H -0.1643 -10.8705 -6.6025 -0.1 0.4 0.0 0.0978
C -7.4601 -7.5865 -9.9006 1.5 0.1 0.1 -0.1866
C -7.9922 -6.2357 -10.4805 -1.2 -1.4 0.6 -0.1530
C -8.8593 -6.4475 -11.7628 1.3 -0.4 1.0 -0.0525
S -9.5715 -8.1747 -11.3683 -2.6 -0.6 0.0 0.8742
O -9.8346 -8.8566 -12.6454 0.4 0.9 1.7 -0.1900
O -10.6067 -8.0235 -10.3146 2.2 -0.2 -2.1 -0.2143
C -8.0334 -8.8412 -10.5237 -0.8 0.1 -0.3 -0.1032
H -7.4200 -7.5476 -8.8120 -0.9 -0.2 0.0 0.1280
H -6.3918 -7.7257 -10.0658 0.3 0.3 -0.5 0.1223
H -7.1448 -5.5802 -10.6816 -0.4 0.3 -0.1 0.1009
H -8.6342 -5.9433 -9.6496 0.1 1.0 -0.4 0.1237
H -8.2073 -6.6235 -12.6184 -0.4 0.0 -0.3 0.0932
H -9.7802 -5.8889 -11.9303 0.3 0.3 0.0 0.1236
H -7.4099 -9.2563 -11.3156 -0.3 -0.1 -0.1 0.1248
H -8.5423 -9.6011 -9.9307 0.5 -0.1 0.4 0.1195
C -3.1575 -6.4220 -14.9362 0.1 0.6 -1.0 -0.1612
C -2.9514 -5.2380 -14.0326 -0.5 0.6 2.0 -0.1216
O -4.1806 -4.4316 -14.0633 0.0 0.4 0.1 -0.1996
S -5.4351 -5.3146 -14.4388 -0.3 -2.2 0.8 0.6591
O -6.4722 -4.6174 -15.1451 2.1 -0.4 0.2 -0.1927
O -5.9054 -6.1358 -13.3276 0.5 1.2 -0.5 -0.2843
O -4.5174 -6.3360 -15.2867 -2.2 -0.1 -1.3 -0.1944
H -2.9792 -7.3527 -14.3975 0.1 0.0 -0.3 0.1388
H -2.6073 -6.3279 -15.8724 0.1 -0.4 0.1 0.1423
H -2.1227 -4.5391 -14.1465 -0.2 -0.2 -0.6 0.1411
H -2.8843 -5.6805 -13.0387 0.0 0.5 0.4 0.1154
C -3.6443 -2.0581 -3.4920 2.5 -0.6 1.0 -0.2271
C -2.7936 -3.3697 -3.2772 -2.5 -0.3 -0.6 -0.1932
O -1.7926 -3.6644 -4.2740 -0.2 1.6 0.7 -0.1552
O -4.2060 -1.9396 -4.7599 -0.1 -0.2 -0.8 -0.1293
H -2.9181 -1.2581 -3.3477 0.2 0.3 -0.1 0.1163
H -4.3360 -1.8896 -2.6666 -0.3 -0.6 -0.1 0.1366
H -3.4085 -4.2663 -3.3554 -0.9 0.2 0.1 0.1078
H -2.5101 -3.3840 -2.2248 1.0 0.4 -0.1 0.1256
H -1.4999 -4.5054 -3.9154 0.6 0.2 -0.6 0.0149
H -5.1082 -1.6249 -4.6682 -0.1 0.0 -0.3 0.1118
C -0.8247 -1.2091 -11.0381 1.6 -1.5 0.9 -0.2102
C -1.7518 -0.1990 -10.4533 2.1 1.9 -1.2 -0.2615
O -2.6057 -0.6091 -9.4570 -0.9 -1.5 1.0 -0.1212
O -0.2121 -1.9176 -9.9637 -0.7 -1.2 1.8 -0.1213
H 0.1387 -0.8163 -11.3634 -1.0 1.4 -1.6 0.1402
H -1.2826 -1.8909 -11.7548 -0.1 0.0 -0.1 0.1190
H -2.1724 0.2345 -11.3607 -0.9 0.4 0.3 0.1406
H -1.0782 0.5368 -10.0140 0.0 0.5 -0.1 0.1301
H -3.3700 -0.0354 -9.3659 -0.1 0.1 -0.2 0.1095
H 0.4300 -2.5528 -10.2889 -0.3 0.5 -0.1 0.0493
C -0.0748 -8.0426 -4.0261 2.9 -2.7 1.3 -0.1053
C -1.0133 -6.7670 -4.1014 -1.4 0.1 -1.6 -0.1486
O -0.8340 -5.9075 -3.0895 0.2 -0.5 -0.3 0.1202
O -0.3227 -8.7607 -2.8827 -0.1 1.2 -0.5 0.1446
H 0.9713 -7.7551 -3.9199 0.0 0.8 -0.1 0.1659
H -0.1731 -8.6812 -4.9039 -0.9 0.5 -0.4 0.1403
H -1.9390 -7.3410 -4.1413 -0.7 0.3 0.4 0.1479
H -0.8804 -6.3679 -5.1070 0.6 0.4 0.2 0.1221
H -1.2296 -6.3236 -2.3200 -0.1 0.2 0.9 0.1611
H -1.1472 -9.2362 -3.0075 -0.7 -1.0 -0.1 0.1221

=====

67
Properties=species:S:1:pos:R:3:forces:R:3:nbo_charge:R:1 method="wB97M-V/def2-TZVPD" total_charge=0 gap_ev=8.6 e_above_lowest_kcal_mol=460.2 lumo_energy_ev=0.6
C -4.6321 0.2896 4.0148 -3.6 3.1 -2.5 -0.6430
H -4.4289 -0.7169 4.0681 1.5 -2.0 0.1 0.2436
H -5.4337 0.3542 3.1802 1.1 -0.1 0.7 0.1913
H -5.2918 0.5305 4.8404 0.4 0.3 0.7 0.2143
C -3.5845 1.3744 3.7237 3.7 -8.5 4.5 0.3210
C -2.4364 1.0691 4.9906 -10.2 -8.0 0.4 -0.5800
H -2.8381 1.3301 5.9552 -0.5 0.0 0.4 0.1828
H -1.7391 1.6141 4.8456 9.3 6.6 -2.2 0.1549
H -2.2216 -0.0824 4.9481 -0.2 2.5 0.0 0.2472
C -3.9517 2.7199 3.7957 -3.4 0.7 -5.6 -0.6303
H -4.4199 2.7209 4.7089 -1.0 1.5 2.1 0.2415
H -3.0908 3.1972 3.5498 2.4 2.5 0.3 0.2291
H -4.6724 2.9878 2.8378 1.2 -0.5 2.5 0.1894
O -2.7511 0.9426 2.6511 -2.3 4.6 -1.7 -0.5425
C -2.3155 -0.1720 2.1975 3.2 -3.3 5.1 0.8883
O -2.0958 -1.1344 3.0099 -1.4 0.9 -2.7 -0.7174
N -1.6235 0.0065 1.0738 -0.1 -11.3 4.7 -0.4185
C -0.8527 -1.2988 0.6364 -4.9 0.9 0.2 -0.2508
C 0.2742 -1.6041 1.4162 8.7 6.3 -5.8 -0.0183
O 1.3071 -2.4886 0.6934 -9.6 -0.5 -2.4 -0.5525
C 2.5388 -2.2989 0.7473 8.1 0.9 5.4 -0.0329
C 3.4058 -1.3742 -0.0859 -4.9 2.3 -1.4 -0.1796
O 2.8380 -0.0648 0.2808 2.1 2.2 -0.7 -0.5997
C 3.5749 1.0167 -0.4492 -13.2 0.3 -0.3 -0.0170
C 2.7098 1.0201 -2.0898 12.3 6.8 3.8 -0.2130
N 1.4118 1.2167 -2.0619 -0.3 3.9 0.6 -0.5045
C 0.7954 0.3051 -2.6117 -8.3 -12.8 -1.9 0.9426
O -0.4748 -0.0264 -2.6845 5.2 3.0 -0.2 -0.6775
O 1.7363 -0.8905 -2.8233 -2.6 1.6 0.1 -0.6049
C 1.1323 -2.0575 -3.4222 0.1 -1.2 -2.3 0.3174
C 2.2773 -3.1027 -3.6327 2.9 5.2 -0.1 -0.6253
H 2.0045 -3.8695 -4.3245 -0.1 -0.7 0.1 0.2207
H 2.6891 -3.3382 -2.6158 -0.2 -0.5 -1.2 0.2201
H 3.1308 -2.3331 -4.2074 -1.9 -2.7 1.5 0.1919
C 0.5606 -1.6844 -4.8940 -0.9 -2.8 6.7 -0.6281
H -0.3404 -1.2681 -4.6442 -2.3 1.4 -0.3 0.2279
H 1.1372 -1.2487 -5.5344 3.7 3.2 -3.3 0.1979
H 0.4286 -2.6411 -5.2080 -1.0 -2.8 -1.6 0.1950
C 0.0664 -2.8610 -2.6196 1.6 2.4 2.1 -0.7079
H 0.5548 -3.1011 -1.6130 -0.7 0.8 -0.9 0.2296
H -0.7852 -2.1241 -2.4517 0.4 -2.1 -0.4 0.2578
H 0.0907 -3.8704 -3.0023 -1.4 0.0 -0.8 0.2297
C 0.8895 2.5256 -2.2955 -3.9 2.3 3.9 -0.2618
H -0.1563 2.4325 -2.6140 0.1 -0.5 0.2 0.2425
H 1.3183 3.0025 -3.1116 1.7 1.0 -1.0 0.2100
C 0.6345 3.4633 -0.8601 2.9 0.5 -2.5 -0.0512
H 1.6713 3.4307 -0.3373 -1.8 -0.1 -0.2 0.1610
H 0.5507 4.5802 -1.1782 -0.4 -2.0 0.4 0.2008
O -0.4628 3.0145 -0.1359 2.0 0.4 -1.0 -0.5394
C -0.2117 1.7897 0.5474 -12.6 7.0 5.1 -0.0692
H 0.5306 1.2813 0.3794 7.9 -5.2 -2.3 0.1535
H -0.4068 2.0744 1.6700 1.4 -0.8 -1.7 0.1697
C -1.7586 1.0117 0.3460 7.4 5.7 -6.2 -0.1980
H -2.4056 1.7503 0.5069 -2.8 2.4 0.8 0.2293
H -1.4943 0.8505 -0.6590 -1.2 -0.6 -1.9 0.2243
H 3.4432 0.3120 -2.3875 -1.3 -1.0 -1.6 0.2832
H 3.2841 2.1903 -2.4500 -1.6 -3.4 0.6 0.1545
H 3.2783 1.9584 0.0147 0.4 -0.2 0.2 0.1756
H 4.4872 0.8433 -0.4889 8.4 -1.5 -0.8 0.1395
H 4.4567 -1.2652 0.2546 -0.4 -1.2 -1.1 0.2129
H 2.8194 -1.4291 -1.1610 3.1 -0.6 1.6 0.2430
H 3.0766 -3.2343 0.7323 0.1 -1.0 -0.3 0.1699
H 2.7078 -1.9997 1.8760 0.8 0.0 -1.3 0.1198
H 0.4046 -1.8882 2.3146 -0.8 -2.3 6.5 0.1962
H 0.9298 -0.4386 1.4223 -1.7 -3.3 0.4 0.1689
H -0.7508 -1.1780 -0.4074 0.9 0.0 -1.0 0.2463
H -1.5202 -2.1218 0.8329 -1.1 -0.1 -0.5 0.2284